(1)
This record from the Open Molecules 2025 dataset describes C5H11N3 in the gas phase at a distorted geometry. The level of theory is ωB97M-V/def2-TZVPD.

Output
* lowest unoccupied orbital energy: 0.0323 Eh
* calculated total energy: -361.36573 Ha
* net charge: 0
* highest occupied orbital energy: -8.0 eV
* Kohn-Sham gap: 8.91 eV
* SMILES: [H]/N=C(N)\C(C)=C\NC
* 2S+1: 1
* ΔE to the lowest compared entry with this formula, charge and spin: 14.8 kcal per mole

CARTESIAN COORDINATES (ANGSTROEM)
1 C 2.88559 -0.77561 -0.24026
2 C -0.51183 1.84494 -0.12347
3 N 1.79848 0.02197 0.26969
4 C -1.94578 -0.33116 -0.03181
5 C -0.57822 0.35920 0.06325
6 N -2.12499 -1.44047 0.76391
7 C 0.45714 -0.46032 0.20687
8 N -2.93051 0.04537 -0.74659
9 H 1.92176 1.01566 0.13362
10 H -3.07951 -1.76769 0.78965
11 H -1.60822 -1.49166 1.62570
12 H -2.72077 0.81248 -1.37710
13 H 0.38384 -1.53502 0.26734
14 H 2.98949 -0.72275 -1.33318
15 H 3.82636 -0.43804 0.19831
16 H 2.72113 -1.81759 0.03545
17 H 0.01885 2.10754 -1.04170
18 H 0.01113 2.30719 0.71444
19 H -1.51395 2.26597 -0.17411

Atomic forces in eV per Å
0.09 -0.09 -0.19
0.15 -0.26 0.01
-1.23 -0.32 0.29
0.59 1.08 0.33
-2.07 -1.24 -0.21
0.21 -0.24 0.03
2.53 1.24 -0.22
-0.21 -0.03 -0.27
-0.24 -0.17 -0.05
0.11 0.00 0.01
-0.08 0.06 -0.03
0.23 0.00 0.15
-0.17 -0.08 0.01
-0.05 -0.07 0.07
-0.04 -0.11 0.03
0.10 0.00 0.01
0.03 0.08 -0.02
0.01 0.13 0.03
0.04 0.03 0.02

(2)
This record from the Open Molecules 2025 dataset describes a molecular structure, C4H9N4 at a distorted geometry. The level of theory is ωB97M-V/def2-TZVPD.

Output
* lowest unoccupied orbital energy: -0.1519 Eh
* calculated total energy: -376.40251 Ha
* net charge: +1
* highest occupied orbital energy: -13.9 eV
* Kohn-Sham gap: 9.73 eV
* 2S+1: 1
* ΔE to the lowest compared entry with this formula, charge and spin: 128.3 kcal per mole

CARTESIAN COORDINATES (ANGSTROEM)
1 C 0.84391 -0.56221 -1.48972
2 C -1.19297 -0.12515 0.26311
3 C -1.52802 -1.24064 1.10570
4 C 2.71178 0.15834 0.67838
5 N -1.58709 2.01308 -0.72427
6 N 0.63168 -0.41780 -0.25051
7 N -1.70392 0.87967 -0.09486
8 N 1.59644 -0.44006 0.65739
9 H -0.08921 -0.62409 -2.04586
10 H 1.88207 -0.63847 -1.62972
11 H -2.52254 -1.67281 1.01327
12 H -0.70788 -1.89370 0.99127
13 H -1.43208 -0.94944 2.15943
14 H 3.28678 -0.31992 1.54278
15 H 3.11457 0.95145 0.03899
16 H -0.81818 2.28882 -1.27722
17 H -2.48536 2.59292 -0.93816

Atomic forces in eV per Å
-1.16 -0.07 1.31
0.68 -0.16 -0.02
0.20 -0.24 1.81
0.43 -1.25 1.69
-3.23 2.19 -0.27
-1.94 2.05 -0.03
-0.53 1.30 -0.95
0.26 -1.08 0.97
0.83 -0.06 -0.85
1.13 -0.43 -1.89
0.17 0.04 -0.60
0.32 -1.60 -0.15
-0.13 0.26 -0.10
-0.12 1.48 -1.35
-0.30 -0.17 -0.04
1.22 -0.33 -0.40
2.18 -1.93 0.88

(3)
This record from the Open Molecules 2025 dataset describes a molecular structure, C37H57Br6N12O13 at a distorted geometry. The level of theory is ωB97M-V/def2-TZVPD.

Output
* lowest unoccupied orbital energy: -0.1028 Eh
* calculated total energy: -18523.07455 Ha
* net charge: +1
* highest occupied orbital energy: -9.6 eV
* Kohn-Sham gap: 6.76 eV
* 2S+1: 1

CARTESIAN COORDINATES (ANGSTROEM)
1 C 21.08328 10.00380 -14.83789
2 C 21.28572 11.47002 -14.35508
3 N 22.55069 11.69392 -13.76080
4 C 23.78456 11.59988 -14.43999
5 C 24.78804 11.59495 -13.49774
6 N 24.21796 11.68164 -12.23061
7 C 22.87242 11.76258 -12.38008
8 C 24.94088 11.52401 -10.93474
9 H 21.12450 9.19730 -14.10580
10 H 21.77793 9.63913 -15.59460
11 H 20.10824 10.01470 -15.32499
12 H 20.53774 11.69395 -13.59449
13 H 21.16150 12.25484 -15.10122
14 H 23.76740 11.41928 -15.50464
15 H 25.86624 11.54173 -13.53058
16 H 22.16792 11.94422 -11.58190
17 H 26.02905 11.51692 -10.99751
18 H 24.58206 10.70551 -10.31072
19 H 24.83225 12.49184 -10.44525
20 C 25.56641 6.53369 -2.52340
21 Br 26.77188 7.24102 -1.23378
22 Br 25.84969 7.29539 -4.32616
23 Br 23.68286 6.80019 -1.85268
24 H 25.71438 5.45590 -2.59101
25 C 13.73371 5.27466 -16.14958
26 Br 14.42409 7.09207 -16.66507
27 Br 14.05662 4.84603 -14.23083
28 Br 14.74083 3.84652 -17.18988
29 H 12.66055 5.21972 -16.33228
30 C 17.29560 11.73999 -9.75295
31 C 18.33975 11.75182 -8.86632
32 C 19.06859 10.61040 -8.52656
33 C 18.81502 9.39441 -9.22769
34 C 17.74807 9.40552 -10.17501
35 C 17.06497 10.59588 -10.46243
36 O 16.05197 10.58560 -11.27044
37 O 20.07319 10.81344 -7.65137
38 H 16.79140 12.69192 -9.83052
39 H 18.56559 12.69921 -8.39957
40 H 19.54731 8.61002 -9.10565
41 H 17.41445 8.50677 -10.67234
42 H 16.07795 11.46373 -11.65748
43 H 20.06219 11.75237 -7.45163
44 C 23.65718 7.56052 -22.94035
45 C 23.87998 7.22606 -21.52230
46 C 24.80663 7.94484 -20.78272
47 C 25.59599 8.87939 -21.39386
48 C 25.37701 9.16010 -22.78554
49 C 24.53683 8.43292 -23.58625
50 O 24.45618 8.61004 -24.89526
51 O 24.80607 7.79467 -19.47418
52 H 22.75529 7.15997 -23.37916
53 H 23.18311 6.57453 -21.01606
54 H 26.45920 9.35420 -20.95134
55 H 26.12116 9.85049 -23.15431
56 H 24.74110 9.49274 -25.14280
57 H 24.69655 6.86402 -19.26563
58 C 16.39766 13.15382 -19.82868
59 C 15.05327 12.93581 -20.17374
60 C 14.77983 12.65623 -21.52008
61 C 15.69780 12.61845 -22.51214
62 C 17.01453 12.97210 -22.15494
63 C 17.32849 13.30937 -20.83682
64 O 18.61221 13.67620 -20.54673
65 O 13.40167 12.42458 -21.76645
66 H 16.75717 13.32949 -18.82554
67 H 14.29331 13.10814 -19.42597
68 H 15.54062 12.30776 -23.53448
69 H 17.69120 13.15137 -22.97736
70 H 18.71911 14.08696 -19.68566
71 H 13.17169 11.49284 -21.74246
72 C 26.03814 17.38757 -12.88188
73 C 24.81888 16.97824 -12.33244
74 C 24.65441 16.79007 -10.93342
75 C 25.81321 17.08652 -10.17899
76 C 27.05021 17.34925 -10.73736
77 C 27.20850 17.54892 -12.12249
78 O 28.31457 18.08594 -12.69252
79 O 23.48378 16.38676 -10.37798
80 H 25.96274 17.66483 -13.92295
81 H 23.92056 16.75903 -12.89046
82 H 25.75012 16.87628 -9.12153
83 H 27.95297 17.48381 -10.16002
84 H 27.98013 18.32813 -13.55918
85 H 23.62215 16.44546 -9.42982
86 C 23.77220 14.03248 -3.72312
87 O 22.94602 14.16932 -4.61311
88 N 23.93659 14.93129 -2.79478
89 N 24.22861 12.83719 -3.48231
90 H 23.55778 15.84683 -2.99069
91 H 24.35015 14.61364 -1.92982
92 H 24.06522 12.06735 -4.11537
93 H 24.59592 12.64891 -2.56049
94 C 31.73175 12.52697 -14.35110
95 O 31.75176 11.98611 -15.42896
96 N 31.61465 11.93846 -13.17785
97 N 31.69183 13.80686 -14.20624
98 H 31.59018 10.92906 -13.20228
99 H 31.66673 12.35086 -12.25736
100 H 31.97878 14.38818 -14.98072
101 H 31.68182 14.14540 -13.25472
102 C 18.71050 17.74549 -16.35563
103 O 19.65840 17.02064 -16.74262
104 N 17.87585 18.32706 -17.15803
105 N 18.43937 18.00645 -15.10909
106 H 18.16472 18.61443 -18.08220
107 H 17.05196 18.83703 -16.87299
108 H 19.03249 17.81849 -14.31350
109 H 17.60348 18.55930 -14.98365
110 C 29.18698 14.98350 -4.15258
111 O 28.89956 14.89280 -5.32830
112 N 28.97914 16.05288 -3.44750
113 N 29.59377 14.01226 -3.34817
114 H 28.58579 16.81732 -3.97762
115 H 29.07708 16.16965 -2.44907
116 H 29.40440 14.19129 -2.37237
117 H 29.77947 13.09497 -3.72791
118 C 29.11108 7.03332 -14.46215
119 O 29.93889 7.17790 -13.60896
120 N 29.00808 7.76949 -15.49977
121 N 28.21004 6.09300 -14.38432
122 H 28.10309 7.68177 -15.93954
123 H 29.61857 8.56409 -15.62630
124 H 27.51545 5.85740 -15.07868
125 H 28.27979 5.39637 -13.65633

Atomic forces in eV per Å
-0.18 0.52 -0.76
-1.33 -0.72 0.04
4.55 0.07 3.81
-0.65 -0.26 1.41
-0.55 -0.04 0.18
-1.17 -0.57 -0.97
0.41 -0.19 -2.67
-0.09 1.69 0.24
-0.26 0.58 0.61
0.25 0.62 -0.21
-0.09 -0.31 0.12
-0.06 -0.07 0.03
-0.13 -0.46 -0.46
0.32 0.26 0.10
-0.17 -0.07 -0.49
-0.04 -0.26 -0.09
-0.13 -0.63 -0.93
-0.15 0.09 -0.41
-0.52 -0.17 0.48
-1.03 0.17 -0.15
0.19 0.05 -0.05
-0.25 -0.37 0.97
1.18 -0.18 -0.69
-0.08 0.35 -0.07
1.67 -0.35 0.21
-0.66 -1.45 0.48
-0.35 0.56 -1.13
-1.05 1.25 0.59
0.40 0.00 -0.13
1.57 0.80 0.76
-0.06 -0.34 0.47
-0.86 0.15 -1.84
-0.36 2.00 0.06
1.06 0.50 0.86
1.47 -1.44 2.64
-2.38 -0.15 -3.00
0.87 -0.90 0.42
-0.55 -0.19 -0.60
0.15 0.08 0.35
-0.46 -0.49 0.10
0.23 -0.07 -0.16
-0.84 0.03 -0.41
0.21 0.03 0.33
0.63 -1.11 3.11
-0.77 1.60 -3.41
-0.82 -0.31 -2.14
-0.19 0.59 -2.49
2.10 -0.39 2.32
-1.05 -0.09 2.03
-0.52 0.13 -1.84
0.86 -0.42 3.04
0.31 -0.22 -0.51
-0.08 -0.12 -0.04
-0.32 0.16 0.49
-0.19 0.18 -0.66
0.17 0.05 -0.04
-0.13 -0.06 0.17
-0.96 0.48 -0.36
1.96 0.41 -0.34
-3.22 -0.73 1.65
2.26 0.16 0.22
-0.67 0.67 -0.20
0.48 -0.76 -0.47
0.52 -0.04 -0.60
0.43 0.48 -0.43
-0.37 0.09 0.30
-0.28 -0.53 -0.20
-0.55 0.17 0.06
0.49 -0.24 0.26
-0.38 -0.01 0.11
0.30 -0.11 0.03
-0.68 -0.20 0.30
-0.62 -0.59 1.91
2.69 1.16 -1.61
-0.81 -1.45 0.11
0.89 0.53 -1.15
-2.57 0.14 0.67
0.07 -0.35 0.19
0.06 0.02 -0.16
0.50 -0.10 -0.33
0.13 0.30 -0.66
0.17 0.27 0.37
-0.16 0.02 0.49
0.63 0.25 -0.42
-0.32 -0.09 0.31
-4.04 -0.69 -1.74
0.09 1.09 -1.98
1.32 2.04 1.98
2.53 -3.23 1.33
0.11 -0.26 0.59
-0.06 1.00 -0.05
-0.17 0.43 0.25
0.21 -0.40 -0.45
-0.46 -1.08 -1.05
0.30 -1.27 -1.12
-0.27 -3.59 2.58
0.22 5.00 0.23
0.03 0.13 0.14
0.10 0.12 -0.54
-0.15 0.03 0.36
0.17 0.61 -0.60
4.36 -3.04 -0.87
-1.11 1.17 0.55
-2.96 2.21 -4.06
-1.14 0.69 3.78
0.16 -0.68 0.08
0.35 -0.13 0.33
-0.15 -0.25 -0.52
0.49 -0.02 0.72
-0.94 -1.57 -1.13
0.50 -0.16 -0.99
-1.15 4.90 1.09
1.11 -2.37 0.90
0.05 0.04 0.38
0.17 -0.14 -0.46
0.44 -0.90 -0.21
-0.20 0.19 0.40
1.44 -0.61 2.44
2.08 0.33 1.92
-0.95 2.90 -4.30
-3.42 -3.87 0.74
0.55 0.75 -0.66
-0.33 -0.13 -0.03
0.42 0.29 -0.09
0.24 0.42 -0.03

(4)
This record from the Open Molecules 2025 dataset describes 3 unconnected molecules or ions with the total composition C3H11NO2 at a distorted geometry. The level of theory is ωB97M-V/def2-TZVPD.

Output
* lowest unoccupied orbital energy: 0.0331 Eh
* calculated total energy: -326.09143 Ha
* net charge: 0
* highest occupied orbital energy: -9.2 eV
* Kohn-Sham gap: 10.06 eV
* SMILES: C=CNC.O.O
* 2S+1: 1
* ΔE to the lowest compared entry with this formula, charge and spin: 25.1 kcal per mole

CARTESIAN COORDINATES (ANGSTROEM)
1 C 0.98074 -0.03557 -2.49639
2 C 0.66392 0.54954 -1.34402
3 N 1.08990 0.12619 -0.06090
4 C 0.82534 1.07535 1.03446
5 H 1.39238 -1.01867 -2.70072
6 H 0.88816 0.60704 -3.36429
7 H 0.31349 1.59131 -1.31976
8 H 2.09441 -0.04224 -0.02334
9 H 1.57948 0.87920 1.81235
10 H 0.87149 2.11967 0.71147
11 H -0.11186 0.85967 1.54259
12 H -2.63131 0.25186 2.38586
13 H -1.82800 -0.38653 1.19437
14 O -2.35076 0.39974 1.46708
15 H 0.16396 -1.20158 0.37395
16 H -0.85941 -2.34751 -0.17905
17 O -0.66465 -1.85607 0.63412

Atomic forces in eV per Å
-0.29 0.59 -0.38
1.45 0.67 0.07
0.20 -0.05 0.64
0.27 -0.50 0.80
0.06 0.08 0.58
-0.42 -0.29 -0.15
-0.26 -0.52 -0.31
-0.44 -0.29 -0.56
-0.04 0.33 -0.33
-0.01 -0.10 0.06
-0.25 0.27 -0.41
0.21 -0.10 -0.59
-0.41 0.07 0.23
0.07 -0.21 0.31
-2.13 -1.65 0.45
0.07 0.26 0.33
1.91 1.45 -0.75